No. 1
Here is a 2-piece molecular cluster, C7H13N4O overall at a distorted geometry from the Open Molecules 2025 dataset. Energies are from ωB97M-V with the def2-TZVPD basis set.

The geometry in XYZ format:
```
25
C7H13N4O ωB97M-V with the def2-TZVPD basis set
C 0.075 -2.385 0.895
C 0.059 -0.996 0.729
C 1.639 -1.757 -0.566
C -0.666 2.088 -0.892
C 2.740 -1.805 -1.523
C -1.364 0.652 2.126
C -2.077 1.187 0.936
N 1.071 -2.833 0.038
N 1.052 -0.640 -0.110
N -1.249 3.312 -1.136
N -1.068 1.228 -0.020
O 0.476 1.867 -1.408
H -0.635 -3.012 1.349
H 3.751 -1.867 -1.075
H 2.615 -2.703 -2.269
H 2.647 -0.891 -2.200
H -0.445 1.134 2.349
H -2.068 0.183 2.782
H -0.366 -0.264 1.389
H -2.967 0.650 0.755
H -2.401 2.224 1.139
H 1.261 -3.873 0.031
H 0.900 1.076 -1.060
H -1.984 3.354 -0.498
H -0.994 4.072 -1.760
```

Calculated values
DFT total energy: -15467.141 eV
Charge: +1
HOMO (spin up / spin down): -12.34 / -12.34 eV
2S+1: 1

***

No. 2
Here is an isolated ion of composition C7H13N5 and charge +2 at a distorted geometry from the Open Molecules 2025 dataset. Energies are from ωB97M-V with the def2-TZVPD basis set.

The geometry in XYZ format:
```
25
C7H13N5 ωB97M-V with the def2-TZVPD basis set
C 1.181 -2.862 1.557
C 0.534 -2.760 0.315
C 0.463 -0.741 1.306
C 0.328 0.562 1.814
C -0.206 1.609 1.138
C -0.072 2.005 -0.290
C -0.800 3.293 -0.676
N 0.089 -1.414 0.157
N 1.097 -1.627 2.123
N -0.638 -0.679 -0.865
N 0.339 -3.746 -0.614
N 0.834 1.500 -1.111
H 1.605 -3.853 1.958
H 0.447 0.864 2.819
H -0.607 2.397 1.745
H -0.181 3.846 -1.368
H -1.133 4.044 0.075
H -1.728 3.180 -1.251
H 1.331 -1.461 3.061
H -1.496 -0.513 -0.479
H 0.926 -4.523 -0.801
H -0.543 -3.659 -1.230
H 1.189 0.580 -0.932
H 0.891 1.886 -2.019
H -0.720 -1.367 -1.598
```

Calculated values
DFT total energy: -14901.821 eV
Charge: +2
HOMO (spin up / spin down): -15.92 / -15.92 eV
2S+1: 1

***

No. 3
Here is an isolated ion of composition C7H13N5O2 and charge +2 at a distorted geometry from the Open Molecules 2025 dataset. Energies are from ωB97M-V with the def2-TZVPD basis set.

The geometry in XYZ format:
```
27
C7H13N5O2 ωB97M-V with the def2-TZVPD basis set
C 1.178 0.446 -0.528
C -0.228 3.236 0.303
C 1.650 1.958 -0.860
C -0.196 -1.103 0.523
C -0.557 -0.982 -0.898
C -0.360 -2.228 2.685
C -2.174 -2.771 -1.154
N 0.700 -0.141 0.739
N 0.183 -0.077 -1.519
N 1.035 2.988 -0.416
N -1.145 2.457 0.162
N 2.635 2.046 -1.763
O -0.756 -1.983 1.301
O -1.452 -1.583 -1.601
H 2.105 -0.161 -0.753
H -0.152 4.346 0.715
H -0.795 -3.098 3.033
H -0.676 -1.254 3.201
H 0.702 -2.263 2.892
H -2.403 -3.378 -2.083
H -2.972 -2.661 -0.462
H -1.461 -3.284 -0.635
H 0.209 0.115 -2.512
H 1.403 3.953 -0.745
H -2.162 2.653 0.451
H 3.117 1.178 -1.867
H 3.218 2.890 -1.796
```

Calculated values
DFT total energy: -18992.836 eV
Charge: +2
HOMO (spin up / spin down): -14.41 / -17.72 eV
2S+1: 3
Expectation value of S²: 2.0091

***

No. 4
Here is a 2-piece molecular cluster, C7H13NO overall at a distorted geometry from the Open Molecules 2025 dataset. Energies are from ωB97M-V with the def2-TZVPD basis set.

The geometry in XYZ format:
```
22
C7H13NO ωB97M-V with the def2-TZVPD basis set
C -1.000 -2.727 -2.061
C -1.775 -1.657 -1.821
C -1.491 -0.845 -0.642
C -1.649 0.488 -0.570
C -1.613 1.145 0.800
C -0.184 1.457 1.236
C 0.795 1.498 0.322
N 2.020 2.078 0.859
H -0.274 -2.955 -1.312
H -1.005 -3.209 -3.010
H -2.481 -1.363 -2.577
H -0.997 -1.433 0.108
H -2.204 1.033 -1.345
H -2.175 2.082 0.925
H -2.224 0.511 1.537
H -0.235 1.589 2.311
H 0.929 0.928 -0.592
H 1.900 2.430 1.805
H 2.370 2.876 0.342
O 4.151 -1.381 1.148
H 3.633 -1.664 1.907
H 3.509 -0.881 0.629
```

Calculated values
DFT total energy: -11004.309 eV
Charge: 0
HOMO: -8.19 eV
2S+1: 1
SMILES: C=C/C=C/C/C=C/N.O

***

No. 5
Here is a 2-piece molecular cluster, C7H13NO overall at a distorted geometry from the Open Molecules 2025 dataset. Energies are from ωB97M-V with the def2-TZVPD basis set.

The geometry in XYZ format:
```
22
C7H13NO ωB97M-V with the def2-TZVPD basis set
C 2.784 -0.053 -0.688
C 1.468 -0.581 -1.079
C 0.342 0.572 -1.361
C -1.863 0.693 -0.610
C -1.407 1.086 0.935
C -0.670 -1.146 1.916
C 0.219 -0.381 -0.165
H 3.299 -0.859 -0.044
H 2.700 1.021 -0.411
H 3.237 0.220 -1.557
H 1.449 -1.657 -1.561
H 0.682 1.758 -1.293
H -2.634 1.490 -0.856
H -2.197 -0.460 -0.411
H -1.304 2.231 0.943
H -2.118 0.748 1.817
H -0.103 -2.452 1.286
H -0.394 -0.740 3.095
H -1.783 -1.176 1.394
H -0.590 -1.068 -0.608
N -0.064 0.073 1.145
O -1.053 0.681 -1.886
```

Calculated values
DFT total energy: -10997.474 eV
Charge: 0
HOMO: -8.72 eV
2S+1: 1

***

No. 6
Here is C7H13NO as an isolated structure at a distorted geometry from the Open Molecules 2025 dataset. Energies are from ωB97M-V with the def2-TZVPD basis set.

The geometry in XYZ format:
```
22
C7H13NO ωB97M-V with the def2-TZVPD basis set
C 2.503 -0.553 0.151
C 0.408 0.255 -0.475
C 0.499 1.743 -0.051
C -0.225 -0.782 0.642
C -1.475 0.012 0.861
C -2.041 0.119 -0.522
C -0.767 -0.241 -1.242
H 3.527 -0.681 -0.101
H 2.336 0.353 0.931
H 2.297 -1.457 1.050
H 0.965 1.955 0.964
H -0.614 2.138 -0.112
H 1.268 2.219 -0.978
H 0.448 -0.945 1.536
H -2.050 -0.739 1.463
H -1.325 0.778 1.703
H -2.330 1.165 -0.943
H -2.876 -0.723 -0.727
H -0.815 -0.240 -2.350
H -0.971 -2.608 -0.417
N -0.395 -1.510 -0.431
O 1.633 -0.257 -0.951
```

Calculated values
DFT total energy: -11000.891 eV
Charge: 0
HOMO: -8.09 eV
2S+1: 1

***

No. 7
Here is C7H13NO as an isolated structure at a distorted geometry from the Open Molecules 2025 dataset. Energies are from ωB97M-V with the def2-TZVPD basis set.

The geometry in XYZ format:
```
22
C7H13NO ωB97M-V with the def2-TZVPD basis set
C 0.832 0.387 0.706
C 0.008 -0.690 1.165
C 2.168 0.149 0.093
C 0.480 1.762 1.142
C -0.319 0.403 -1.492
C -1.189 -0.435 -0.010
C -1.406 -1.758 -0.736
N -2.542 -2.214 -1.029
O -2.139 0.275 0.352
H -3.276 -1.569 -0.721
H -0.508 -0.540 2.109
H 0.455 -1.678 1.094
H -0.512 -2.328 -0.987
H 2.263 -0.854 -0.319
H 2.920 0.257 0.886
H 2.400 0.887 -0.677
H 0.827 1.898 2.173
H -0.609 1.884 1.146
H 0.935 2.529 0.514
H -1.227 0.380 -2.087
H 0.464 -0.185 -1.968
H -0.025 1.439 -1.353
```

Calculated values
DFT total energy: -11003.437 eV
Charge: 0
HOMO (spin up / spin down): -8.14 / -8.14 eV
2S+1: 1

***

No. 8
Here is a 2-piece molecular cluster, C7H13NO overall at a distorted geometry from the Open Molecules 2025 dataset. Energies are from ωB97M-V with the def2-TZVPD basis set.

The geometry in XYZ format:
```
22
C7H13NO ωB97M-V with the def2-TZVPD basis set
C 1.279 0.279 -0.877
C 2.144 1.212 -0.034
C -2.075 -0.866 -0.145
C -2.528 -0.645 -1.379
O 0.397 0.845 -1.638
H -0.661 1.425 -0.727
H 1.874 -0.507 -1.373
H -2.161 -1.850 0.300
H 2.590 1.951 -0.703
H 2.934 0.672 0.489
H 1.542 1.751 0.701
H -2.418 0.314 -1.865
H -3.003 -1.434 -1.946
C -1.347 0.114 0.658
C 0.598 -0.984 0.318
C 1.151 -1.194 1.519
N -1.215 1.371 0.237
H -0.845 2.016 0.922
H -1.348 -0.053 1.728
H 0.328 -1.855 -0.273
H 1.428 -0.372 2.172
H 1.336 -2.189 1.917
```

Calculated values
DFT total energy: -11002.817 eV
Charge: 0
HOMO: -8.19 eV
2S+1: 1

***

No. 9
Here is C7H13NO as an isolated structure at a distorted geometry from the Open Molecules 2025 dataset. Energies are from ωB97M-V with the def2-TZVPD basis set.

The geometry in XYZ format:
```
22
C7H13NO ωB97M-V with the def2-TZVPD basis set
C -0.026 0.369 0.547
C 2.301 -1.729 0.232
C -0.275 3.023 -0.425
N -0.046 -0.502 -0.485
C 0.825 -1.908 0.153
C -0.922 1.684 -0.529
C 0.171 -3.028 0.418
C -2.099 1.472 -1.091
O -0.711 0.204 1.716
H -1.569 -0.206 1.544
H -0.961 -0.902 -0.671
H 0.959 0.764 0.789
H 2.576 -1.135 1.107
H 2.808 -2.696 0.299
H 2.668 -1.206 -0.652
H -0.896 3.814 -0.856
H -0.076 3.284 0.616
H 0.678 3.011 -0.958
H -0.904 -3.056 0.558
H 0.676 -3.987 0.478
H -2.565 0.495 -1.116
H -2.610 2.235 -1.671
```

Calculated values
DFT total energy: -11003.344 eV
Charge: 0
HOMO: -8.50 eV
2S+1: 1

***

No. 10
Here is C7H13NO as an isolated structure at a distorted geometry from the Open Molecules 2025 dataset. Energies are from ωB97M-V with the def2-TZVPD basis set.

The geometry in XYZ format:
```
22
C7H13NO ωB97M-V with the def2-TZVPD basis set
C -1.996 -1.284 -0.399
C 0.483 2.734 0.823
C -1.458 -2.591 -0.893
N -0.773 0.139 -0.471
C 0.162 -0.181 0.379
C 1.156 1.480 0.382
C 0.593 -1.003 1.319
C 2.439 1.353 0.059
O -0.553 0.618 -1.760
H 0.418 0.651 -1.861
H -2.708 -0.835 -1.088
H -2.386 -1.281 0.618
H -0.374 2.961 0.182
H 0.101 2.632 1.843
H 1.160 3.600 0.792
H 1.431 -0.721 1.945
H 0.308 -2.044 1.368
H 2.883 0.388 -0.174
H 3.114 2.211 0.039
H -0.875 -2.459 -1.810
H -0.844 -3.095 -0.143
H -2.281 -3.272 -1.150
```

Calculated values
DFT total energy: -11001.294 eV
Charge: 0
HOMO: -7.81 eV
2S+1: 1